Entry 1:
C54H26F5I4IrN7OSe as an isolated structure at a distorted geometry. Source: the OMol25 dataset; level of theory: ωB97M-V/def2-TZVPD.

```
! wB97M-V def2-TZVPD RIJCOSX def2/J DEFGRID3
* xyz 0 2
Ir 0.1829 0.8193 0.5283
I 9.8347 1.6088 -0.7485
C 7.7532 1.3386 -0.4924
C 7.1569 1.7308 0.6926
C 5.7922 1.5726 0.8488
C 5.0253 1.0147 -0.1683
C 5.6429 0.6090 -1.3455
C 7.0075 0.7708 -1.5104
C 3.5596 0.9067 0.0055
C 2.7965 2.0081 -0.4351
C 3.3006 3.0679 -1.2230
C 2.2503 3.9236 -1.4513
C 1.1261 3.3900 -0.7761
C -0.1519 4.0109 -0.7178
C -0.3077 5.3588 -1.2717
C -1.3546 5.6434 -2.1523
C -1.5516 6.9262 -2.6230
C -0.6945 7.9382 -2.2237
I -1.0260 9.9159 -2.8947
C 0.3646 7.6758 -1.3705
C 0.5575 6.3908 -0.9009
C -1.2489 3.4508 -0.0599
N -1.2972 2.2173 0.5102
C -2.4952 2.1251 1.1692
C -2.9665 0.9970 1.8181
C -4.2323 1.0502 2.5587
C -5.4296 1.4404 1.9637
C -6.5953 1.5055 2.7035
C -6.5683 1.1733 4.0471
I -8.3451 1.3032 5.1864
C -5.3948 0.7592 4.6536
C -4.2366 0.6950 3.9074
C -2.3172 -0.2675 1.7842
C -2.9843 -1.4821 2.0306
C -2.0774 -2.4888 1.7885
C -0.8488 -1.8602 1.4388
N -1.0255 -0.5048 1.4078
C 0.3950 -2.5250 1.2274
C 1.5840 -1.8566 0.9528
C 2.8912 -2.4590 0.9802
C 3.7857 -1.4751 0.7320
C 3.0330 -0.2722 0.5053
N 1.7032 -0.5241 0.6923
C 0.4023 -3.9872 1.3298
C -0.1209 -4.6313 2.4530
C -0.1863 -6.0086 2.5174
C 0.2695 -6.7660 1.4492
I 0.1054 -8.8722 1.5115
C 0.8332 -6.1514 0.3428
C 0.9056 -4.7721 0.2903
C -3.2048 3.3699 1.0483
C -2.4548 4.1722 0.2601
N 1.4596 2.2033 -0.1904
H 7.7470 2.1613 1.4867
H 5.3152 1.8872 1.7649
H 5.0502 0.1769 -2.1394
H 7.4829 0.4606 -2.4285
H 4.3044 3.1546 -1.5895
H 2.2574 4.8105 -2.0509
H -1.9852 4.8375 -2.4929
H -2.3675 7.1366 -3.2969
H 1.0374 8.4653 -1.0707
H 1.3669 6.1929 -0.2118
H -5.4532 1.6602 0.9070
H -7.5184 1.8082 2.2318
H -5.3816 0.4854 5.6962
H -3.3168 0.3847 4.3762
H -4.0174 -1.5906 2.2935
H -2.2541 -3.5410 1.8841
H 3.0852 -3.4903 1.1931
H 4.8526 -1.5446 0.6733
H -0.4522 -4.0413 3.2946
H -0.5826 -6.4901 3.3984
H 1.2134 -6.7417 -0.4778
H 1.3402 -4.3007 -0.5799
H -4.1443 3.5925 1.5152
H -2.6740 5.1751 -0.0444
N 1.3609 -1.4266 -2.4483
C 0.5945 -0.3104 -2.4129
O -0.3237 -0.2028 -1.5555
C 0.8828 0.7240 -3.3537
C 0.1680 1.9152 -3.3221
N -0.4194 2.9063 -3.2979
C 1.8887 0.5722 -4.3047
N 2.7267 0.4166 -5.0807
H 1.0673 -2.2042 -1.8786
H 1.9837 -1.6018 -3.2215
F -2.2132 -8.4085 -1.4334
C -2.1835 -7.0786 -1.4010
C -1.2343 -6.3860 -2.1522
F -0.3523 -7.0627 -2.8915
C -1.1938 -5.0052 -2.0933
F -0.2575 -4.3354 -2.7850
C -2.0832 -4.2655 -1.3122
Se -1.8954 -2.3855 -1.2628
C -3.0347 -4.9820 -0.5853
F -3.9235 -4.3191 0.1599
C -3.0828 -6.3684 -0.6090
F -3.9835 -7.0199 0.1292
*
```

Largest force on an atom (hartree/bohr): 0.070
Total energy (eV): -183072.1986
LUMO energy (alpha / beta) (eV): -2.629 / -2.697
Relative energy (zero: lowest compared OMol25 entry of this formula, charge and spin) (eV): 0.0000

Results of the Mulliken charge analysis, in e, for atoms 1 through 2:
1 Ir 1.72
2 I 0.09

=====

Entry 2:
A 15-piece molecular cluster, C15H60O15 overall at a distorted geometry. Source: the OMol25 dataset; level of theory: ωB97M-V/def2-TZVPD.

```
! wB97M-V def2-TZVPD RIJCOSX def2/J DEFGRID3
* xyz 0 1
C 2.5769 7.3119 -1.9150
O 2.2594 5.9232 -1.9097
H 3.6083 7.5793 -2.1448
H 1.8506 7.8552 -2.5195
H 2.3491 7.6633 -0.9087
H 2.1806 5.5953 -2.8085
C 7.3093 -4.6211 -0.9087
O 6.3104 -3.6474 -0.6651
H 6.8317 -5.5911 -1.0466
H 7.8006 -4.4140 -1.8594
H 8.0144 -4.6343 -0.0776
H 5.8338 -3.4440 -1.4733
C -0.2404 -6.7071 -2.0917
O -1.4329 -6.1695 -1.6187
H -0.3586 -7.7537 -2.3721
H 0.1194 -6.1531 -2.9587
H 0.4784 -6.7048 -1.2723
H -1.6314 -6.6332 -0.8019
C 0.5116 7.2587 5.2354
O 1.3128 7.4345 6.3780
H -0.5586 7.3193 5.4334
H 0.7720 7.9871 4.4675
H 0.6819 6.2686 4.8124
H 2.0050 8.0852 6.2402
C -1.0862 -0.2308 0.1604
O -1.0551 1.0447 0.8476
H -0.2009 -0.8197 0.4002
H -1.9464 -0.8544 0.4038
H -1.0954 -0.0464 -0.9138
H -0.4296 1.5909 0.3659
C 4.1682 -2.5828 -6.5384
O 3.7312 -1.8919 -5.4030
H 3.3335 -2.7547 -7.2179
H 4.9915 -2.1146 -7.0779
H 4.5687 -3.5484 -6.2294
H 3.4217 -1.0244 -5.6735
C 1.6856 4.0246 -7.4258
O 1.2467 3.2378 -6.3758
H 1.9001 3.3217 -8.2307
H 0.9924 4.8275 -7.6767
H 2.5890 4.5441 -7.1062
H 0.3247 3.0138 -6.5220
C 6.3505 5.1111 2.6010
O 6.7124 5.6024 3.9217
H 6.8950 5.7771 1.9316
H 6.5890 4.0647 2.4105
H 5.2825 5.2672 2.4491
H 6.3145 6.4703 4.0210
C -3.0819 -3.3546 7.6007
O -3.1497 -4.7716 7.5841
H -4.0457 -2.8951 7.8197
H -2.3359 -2.9988 8.3113
H -2.8051 -3.0576 6.5891
H -3.3238 -5.1158 8.4632
C -6.1313 3.1061 2.8649
O -5.0823 3.4071 3.7923
H -5.9307 3.5014 1.8692
H -6.2228 2.0246 2.7643
H -7.0951 3.3866 3.2897
H -4.3275 2.9723 3.3888
C -4.8977 2.0033 -8.7068
O -4.2544 1.7306 -7.4438
H -5.5052 2.8960 -8.5582
H -4.2641 2.2923 -9.5453
H -5.5768 1.1969 -8.9838
H -4.2914 0.7804 -7.3123
C 2.7149 -4.9612 4.6879
O 3.9737 -4.3461 4.4284
H 1.9025 -4.3471 4.2993
H 2.6624 -5.9142 4.1614
H 2.4737 -5.1085 5.7406
H 4.1271 -4.3776 3.4813
C 2.6540 1.2070 7.2378
O 3.3702 0.0574 7.7801
H 2.1611 0.9720 6.2945
H 1.9923 1.4923 8.0557
H 3.2738 2.0810 7.0378
H 3.9647 -0.2288 7.0828
C -3.7945 -4.7938 -6.9684
O -3.5307 -3.7700 -6.0461
H -4.8217 -5.1579 -6.9846
H -3.6606 -4.4537 -7.9953
H -3.1387 -5.6442 -6.7819
H -3.1737 -4.1220 -5.2274
C -8.9721 -3.1808 2.7739
O -9.9256 -2.1305 2.5923
H -9.4433 -4.1637 2.7873
H -8.1993 -3.1925 2.0053
H -8.3995 -3.1239 3.6997
H -9.7574 -1.7355 1.7336
*
```

Largest force on an atom (hartree/bohr): 0.034
Total energy (eV): -47231.3710
LUMO energy (eV): 0.098
Relative energy (zero: lowest compared OMol25 entry of this formula, charge and spin) (eV): 9.9523

Results of the Mulliken charge analysis, in e, for atoms 1 through 2:
1 C -0.51
2 O -0.49

=====

Entry 3:
A 14-piece molecular cluster, C14H42N14O28 overall at a distorted geometry. Source: the OMol25 dataset; level of theory: ωB97M-V/def2-TZVPD.

```
! wB97M-V def2-TZVPD RIJCOSX def2/J DEFGRID3
* xyz 0 1
C -6.2368 -0.4338 0.3950
N -5.1735 -0.4676 1.3358
O -4.7543 -1.5568 1.7201
O -4.6377 0.6033 1.5874
H -6.9067 -1.3380 0.6313
H -5.7783 -0.5571 -0.5614
H -6.8225 0.4654 0.5799
C -0.3228 -0.3863 -4.0683
N -0.1779 0.7786 -3.1913
O -0.1851 1.8576 -3.7277
O -0.1443 0.6144 -1.9940
H -0.7099 -0.1026 -5.0409
H -0.9744 -1.0715 -3.4229
H 0.6611 -0.8658 -4.1387
C -2.6399 2.1646 -0.7712
N -3.4116 1.2809 -1.6504
O -3.7904 0.2131 -1.1952
O -3.5963 1.6557 -2.7779
H -2.7720 1.9323 0.2764
H -2.9454 3.2247 -1.0066
H -1.6085 1.9874 -1.0610
C 4.6597 0.2134 1.8721
N 5.0208 1.3073 1.0019
O 4.0845 1.9583 0.5363
O 6.1728 1.5277 0.6936
H 4.7493 0.5249 2.8854
H 5.2834 -0.6522 1.7191
H 3.6307 -0.0089 1.6101
C -3.1885 -4.0031 0.0422
N -3.5550 -3.6795 -1.3701
O -3.2641 -2.5942 -1.8217
O -4.1215 -4.5465 -2.0173
H -3.6177 -4.9999 0.2985
H -3.5838 -3.2617 0.7074
H -2.1093 -4.0286 0.1749
C 3.0721 -4.1824 -0.4470
N 3.4866 -2.8677 0.1416
O 2.6774 -2.3716 0.8978
O 4.5471 -2.4566 -0.1916
H 3.8978 -4.8790 -0.4137
H 2.9401 -3.9755 -1.5082
H 2.1800 -4.4333 0.0569
C -0.7199 6.0252 -3.4451
N -1.4155 5.1858 -2.4872
O -2.5667 5.5520 -2.2299
O -0.8739 4.2380 -1.9770
H -1.3661 5.9891 -4.3214
H 0.2524 5.6060 -3.6534
H -0.6261 6.9859 -3.0050
C -2.2044 -5.2691 -5.1251
N -0.9478 -5.0542 -4.4578
O -0.3764 -6.0240 -4.0279
O -0.5495 -3.8901 -4.2795
H -2.9929 -5.3107 -4.3802
H -2.1877 -6.1160 -5.8262
H -2.5102 -4.3981 -5.6863
C 1.0286 -0.2253 5.7760
N 2.4229 -0.4030 5.3346
O 3.0628 0.6281 5.2819
O 2.8823 -1.4819 5.0432
H 0.4798 -1.2148 5.8869
H 0.5819 0.4263 5.0016
H 1.0180 0.2073 6.6931
C -0.1321 -5.1694 4.4446
N -0.0770 -5.7015 3.0188
O -0.9108 -5.2601 2.2243
O 0.9026 -6.4066 2.7565
H 0.6694 -4.4131 4.4796
H 0.1429 -6.0386 5.0796
H -1.0717 -4.7311 4.6791
C 2.3751 2.8411 -1.8472
N 2.5122 2.5443 -3.2884
O 2.5969 3.5160 -3.9920
O 2.5741 1.3977 -3.6281
H 2.0707 1.8580 -1.5188
H 1.6665 3.6100 -1.7008
H 3.3818 3.0340 -1.3739
C -0.0357 3.3504 1.7208
N -0.6764 2.8615 2.9311
O -0.4417 3.4520 3.9547
O -1.4440 1.9246 2.8216
H -0.6025 4.2932 1.6182
H -0.2054 2.6389 0.8863
H 0.9658 3.6611 1.9153
C -1.0381 -0.6570 1.2306
N -0.3312 -0.9506 2.4683
O -0.6766 -1.8822 3.1593
O 0.5565 -0.1882 2.7815
H -0.4795 -0.8934 0.3012
H -1.1416 0.4134 1.1702
H -1.9531 -1.2830 1.2628
C 4.4747 5.6280 -0.2894
N 3.5769 5.1607 0.8358
O 3.9937 5.3905 1.9293
O 2.4898 4.7763 0.5748
H 5.4830 5.4150 0.0033
H 4.2442 6.7374 -0.3793
H 4.1135 5.0246 -1.1317
*
```

Largest force on an atom (hartree/bohr): 0.076
Total energy (eV): -93350.5882
LUMO energy (eV): -0.083
Relative energy (zero: lowest compared OMol25 entry of this formula, charge and spin) (eV): 1.6839

Results of the Mulliken charge analysis, in e, for atoms 1 through 2:
1 C -0.76
2 N 1.00